No. 1
{"formula": "C21H52N4NaO8P", "method": "ωB97M-V with the def2-TZVPD basis set", "species": ["Na", "P", "O", "O", "O", "O", "C", "C", "C", "O", "C", "N", "H", "H", "H", "H", "H", "H", "H", "H", "H", "H", "H", "C", "C", "C", "O", "C", "N", "H", "H", "H", "H", "H", "H", "H", "H", "H", "H", "H", "C", "C", "C", "O", "C", "N", "H", "H", "H", "H", "H", "H", "H", "H", "H", "H", "H", "C", "C", "C", "C", "C", "C", "N", "O", "C", "C", "C", "H", "H", "H", "H", "H", "H", "H", "H", "H", "H", "H", "H", "H", "H", "H", "H", "H", "H", "H"], "coordinates": [[27.49077, 9.26572, 20.61914], [27.59975, 7.44145, 22.72579], [28.85763, 8.31962, 22.34272], [26.75091, 8.03774, 23.86614], [28.19633, 6.09698, 23.27903], [26.84393, 7.23588, 21.37044], [28.03737, 13.22968, 19.14107], [29.27683, 12.48370, 19.78380], [30.42904, 13.43215, 20.18968], [31.60203, 12.55715, 20.23926], [32.68046, 13.30660, 20.80219], [28.86138, 11.49735, 20.78556], [27.67209, 13.84423, 19.96387], [27.25943, 12.55050, 18.79233], [28.35979, 13.87670, 18.32528], [29.62220, 11.83938, 18.97529], [30.15237, 13.94575, 21.11042], [30.56402, 14.27228, 19.50845], [33.53848, 12.66381, 20.99901], [32.40578, 13.73223, 21.76732], [33.08729, 14.10363, 20.17983], [28.39492, 12.01182, 21.51893], [29.73760, 11.22908, 21.21027], [25.05312, 10.21410, 18.93861], [25.57459, 9.01720, 18.11693], [25.02114, 8.97870, 16.69780], [23.61588, 9.04151, 16.55039], [22.95131, 7.84663, 17.01551], [26.99231, 9.25044, 18.21908], [23.98484, 10.35322, 18.77267], [25.54359, 11.14268, 18.64662], [25.25078, 10.17529, 20.00983], [25.33236, 8.09311, 18.64180], [25.40831, 8.15209, 16.10204], [25.46572, 9.81309, 16.15536], [23.00764, 7.84457, 18.10405], [23.26655, 6.87297, 16.64037], [21.91893, 7.99481, 16.69876], [27.19611, 9.97706, 17.54782], [27.38418, 8.46750, 17.71555], [26.25361, 12.93284, 22.81034], [25.53021, 11.56624, 23.02916], [24.14543, 11.56719, 22.40991], [23.29083, 12.41175, 23.20972], [22.54345, 11.70773, 24.19399], [26.35781, 10.41013, 22.58486], [25.85708, 13.67596, 23.50219], [26.14197, 13.31927, 21.79727], [27.32160, 13.01012, 23.01413], [25.41883, 11.42570, 24.10431], [23.68912, 10.59845, 22.20644], [24.25972, 11.93901, 21.39168], [22.88089, 11.79918, 25.22640], [22.39863, 10.66624, 23.90690], [21.55123, 12.15827, 24.21899], [27.26682, 10.35621, 23.02176], [26.04332, 9.53597, 22.98115], [25.97894, 4.81927, 17.03266], [26.01072, 4.42002, 18.55003], [26.04900, 2.87866, 18.69732], [27.38824, 2.22103, 18.32852], [28.59835, 2.78714, 19.07516], [28.62748, 4.36007, 18.99645], [27.27806, 4.95563, 19.14332], [27.42598, 6.42382, 19.11334], [29.48625, 4.76669, 20.22705], [29.28142, 4.71823, 17.66693], [24.80352, 4.97195, 19.25017], [25.88029, 5.90399, 16.99082], [25.07365, 4.39192, 16.60145], [26.85142, 4.49284, 16.46669], [25.83074, 2.73124, 19.75502], [25.24147, 2.46990, 18.08994], [27.54003, 2.39581, 17.26339], [27.28760, 1.14297, 18.20293], [29.49938, 2.45660, 18.55845], [28.64534, 2.34498, 20.07033], [29.01585, 4.37999, 21.13108], [30.53205, 4.46520, 20.28626], [29.41226, 5.84040, 20.39956], [29.00164, 4.04769, 16.85440], [29.06491, 5.76876, 17.47299], [30.35597, 4.53615, 17.64970], [23.92587, 4.35917, 19.04442], [24.58907, 6.03845, 19.18190], [24.96628, 4.81915, 20.31707], [27.24401, 6.74478, 19.99961]], "atomic_forces_ev_per_a": [[0.58, -0.23, 0.69], [3.66, -2.98, 2.31], [-0.95, 1.38, -0.46], [-1.03, 1.13, -0.77], [-0.89, 0.44, -0.99], [-1.37, 0.52, -0.73], [1.35, -0.12, 1.44], [-1.07, -0.18, -2.00], [-0.60, -1.59, -0.66], [-0.19, 2.35, 0.70], [0.31, -0.68, 0.35], [0.48, 1.45, -0.14], [-0.60, 0.27, -0.22], [0.19, -0.07, 0.21], [0.01, 0.01, -0.02], [0.66, 0.22, -0.21], [0.43, -0.43, 0.78], [0.28, -0.18, -0.65], [-0.23, -0.43, -0.11], [-0.19, 0.12, 0.09], [-0.44, 0.23, -0.45], [-0.49, -0.18, 0.36], [0.10, -0.96, 0.32], [-1.22, 0.07, -0.37], [-1.17, 1.21, 1.75], [0.54, 0.32, -0.53], [0.12, -0.98, -0.06], [-0.42, 1.29, 0.29], [0.88, -1.20, -1.74], [-0.18, 0.10, 0.21], [0.06, 0.05, -0.50], [-0.05, -0.62, 0.02], [0.18, -0.08, 0.10], [0.10, -0.73, 0.35], [-0.37, 0.67, 0.01], [-0.14, -0.29, 0.09], [0.67, 0.21, -0.33], [-0.09, -0.10, 0.19], [0.13, 0.89, 0.09], [0.91, -0.84, 0.51], [-0.50, 0.07, 0.23], [2.12, -1.21, 0.57], [0.40, 0.46, 0.01], [-0.13, -0.45, -0.34], [-0.64, 0.35, -0.57], [-0.78, 1.82, -1.44], [-0.45, 0.13, -0.12], [-0.26, -0.09, -0.19], [0.17, -0.86, 0.16], [-0.36, 0.36, 0.39], [0.17, -0.40, 0.76], [-0.33, 0.79, -0.04], [0.76, -0.15, -0.10], [0.23, -0.13, 0.20], [-0.24, 0.11, -0.16], [0.58, 0.50, 0.18], [-0.67, -1.28, 0.50], [-0.66, -0.16, 0.74], [2.65, 0.74, -1.92], [0.48, 0.55, 0.58], [-0.43, 0.57, -1.31], [-0.96, -0.18, -0.67], [0.29, -1.42, 0.95], [0.16, 0.91, 1.38], [-0.11, -2.92, -4.03], [-1.07, 0.88, 0.38], [0.44, 0.07, -0.25], [-0.18, -0.33, 1.49], [0.21, 0.06, -0.12], [-0.15, -0.07, -0.34], [-0.06, 0.01, 0.14], [-0.07, -0.43, 0.12], [-0.13, -0.11, 0.04], [0.09, 0.72, -0.40], [0.10, -0.42, 1.17], [0.18, -0.11, 0.03], [-0.12, 0.58, 0.28], [-0.20, -0.01, 0.04], [0.08, -0.20, -0.73], [0.26, 0.12, -0.08], [-0.80, 0.23, -0.22], [0.11, -0.07, -0.35], [0.31, 0.40, 0.59], [-0.24, 0.14, -0.50], [0.22, -0.08, -0.50], [0.17, 0.13, 0.22], [-0.62, 0.34, 3.32]], "lowdin_charge": [0.222, -0.074, -0.509, -0.480, -0.533, -0.448, -0.037, -0.402, -0.181, -0.166, -0.130, 0.092, 0.058, 0.050, 0.063, 0.127, 0.118, 0.111, 0.082, 0.081, 0.075, 0.041, 0.087, -0.035, -0.414, -0.211, -0.187, -0.084, 0.051, 0.076, 0.062, 0.060, 0.121, 0.114, 0.118, 0.084, 0.081, 0.079, 0.077, 0.076, -0.057, -0.374, -0.190, -0.192, -0.119, 0.041, 0.062, 0.055, 0.059, 0.131, 0.122, 0.106, 0.078, 0.087, 0.068, 0.060, 0.019, -0.031, -0.494, -0.132, -0.197, -0.131, -0.477, -0.034, -0.069, -0.025, -0.058, -0.036, 0.052, 0.064, 0.057, 0.118, 0.106, 0.083, 0.093, 0.102, 0.110, 0.077, 0.074, 0.078, 0.054, 0.077, 0.070, 0.077, 0.066, 0.099, -0.043], "max_force_ev_per_a": 5.26, "lumo_ha": 0.1333, "total_energy_ha": -2155.914084, "gap_ev": 2.39, "total_charge": -2, "molar_mass_g_mol": 542.63}

=====

No. 2
{"formula": "C21H52N4O", "method": "ωB97M-V with the def2-TZVPD basis set", "species": ["C", "C", "N", "C", "C", "C", "C", "H", "H", "H", "H", "H", "H", "H", "H", "H", "H", "H", "H", "H", "H", "H", "C", "C", "N", "C", "C", "C", "C", "H", "H", "H", "H", "H", "H", "H", "H", "H", "H", "H", "H", "H", "H", "H", "C", "C", "N", "C", "C", "C", "C", "H", "H", "H", "H", "H", "H", "H", "H", "H", "H", "H", "H", "H", "H", "H", "C", "C", "O", "N", "C", "H", "H", "H", "H", "H", "H", "H"], "coordinates": [[-0.81025, -4.63484, 0.00719], [-1.46758, -3.74405, -1.06712], [-1.55090, -4.38996, -2.39095], [-2.55338, -5.45200, -2.21770], [-2.74903, -6.38030, -3.45326], [-2.05232, -3.42964, -3.36483], [-0.91686, -2.51504, -3.86034], [-1.51383, -5.31802, 0.47626], [-0.35828, -3.98497, 0.75525], [0.01621, -5.16164, -0.46945], [-2.43984, -3.29945, -0.80501], [-0.86580, -2.83024, -1.04434], [-2.30061, -6.12756, -1.39995], [-3.51659, -5.01168, -1.91872], [-3.50607, -7.14099, -3.26940], [-2.95954, -5.73127, -4.29608], [-1.84577, -6.97002, -3.61620], [-2.84426, -2.77832, -2.97149], [-2.35368, -3.93350, -4.27849], [-0.30769, -2.07808, -3.07016], [-1.34403, -1.71802, -4.47438], [-0.25747, -3.06916, -4.53035], [2.94953, -2.66516, 2.93061], [2.82865, -1.32531, 3.62489], [3.74232, -0.32563, 3.07411], [3.43336, -0.05136, 1.67900], [4.29873, 1.06591, 1.06532], [3.61369, 0.88779, 3.89231], [4.52938, 0.81561, 5.11607], [2.62361, -2.71516, 1.88949], [2.38060, -3.47653, 3.38527], [4.02525, -2.86353, 2.93047], [1.78196, -0.97323, 3.58247], [2.99145, -1.42895, 4.69798], [3.52556, -0.90409, 1.01048], [2.38135, 0.26767, 1.60080], [4.16792, 1.25913, -0.00882], [4.10741, 2.11724, 1.30949], [5.37809, 0.92470, 1.14065], [2.59395, 1.01364, 4.27776], [3.91030, 1.79899, 3.37725], [5.54901, 0.53279, 4.85157], [4.11552, 0.08704, 5.81461], [4.64672, 1.77307, 5.62732], [-0.97686, 0.92686, -2.05578], [-1.04403, 1.81419, -0.81865], [-0.49211, 1.12627, 0.34084], [-1.41054, 0.06575, 0.77069], [-0.58873, -1.13490, 1.23914], [-0.22085, 2.02173, 1.45244], [0.91037, 3.01513, 1.15216], [0.01984, 0.48315, -2.13002], [-1.16362, 1.46105, -2.98812], [-1.63545, 0.05632, -2.03559], [-0.54171, 2.75312, -1.06171], [-2.07317, 2.18710, -0.68018], [-1.98498, 0.44377, 1.62775], [-2.15105, -0.23659, 0.03246], [-1.16941, -1.98178, 1.61236], [0.10616, -1.48135, 0.47406], [0.02604, -0.84368, 2.09486], [0.05126, 1.48878, 2.36995], [-1.13385, 2.52906, 1.80707], [0.56890, 3.69984, 0.38408], [1.83525, 2.47812, 0.93678], [1.20701, 3.49904, 2.08644], [-3.72030, 7.06009, -1.34183], [-2.78545, 5.98748, -0.87402], [-2.79927, 5.60972, 0.29661], [-1.85045, 5.50833, -1.72053], [-1.35203, 6.07492, -2.95641], [-3.42485, 7.94403, -0.77867], [-4.77549, 6.83304, -1.20923], [-3.65079, 7.22024, -2.42080], [-1.27500, 4.78072, -1.33031], [-0.46981, 5.49038, -3.21915], [-1.08878, 7.12778, -2.86914], [-2.02303, 5.87648, -3.79708]], "atomic_forces_ev_per_a": [[-0.35, 0.57, -0.48], [0.79, 0.55, 0.28], [-0.88, -0.17, 0.80], [-0.39, -1.26, -0.53], [0.66, 0.65, 0.93], [1.59, 0.84, -0.49], [-0.12, -0.06, -0.35], [0.18, -0.13, 0.08], [-0.17, -0.11, 0.22], [-0.13, -0.26, 0.02], [-0.36, -0.61, 0.36], [0.32, -0.17, -0.87], [0.37, 0.30, 0.13], [-0.14, 0.09, -0.17], [-0.43, 0.39, -0.07], [-0.25, -0.58, -0.41], [0.21, 0.35, -0.22], [-0.35, -0.34, 0.08], [-0.54, -0.13, 0.25], [-0.13, 0.03, 0.06], [0.02, 0.14, 0.17], [0.09, -0.11, 0.18], [0.55, -0.32, -0.26], [-0.84, -0.05, -0.23], [-0.15, 0.22, 0.17], [-0.21, 1.49, -0.72], [0.42, 0.96, -1.03], [0.90, 0.18, 0.78], [0.09, -0.20, 0.19], [-0.01, 0.56, -0.01], [0.22, 0.14, 0.50], [-0.12, -0.56, -0.01], [-0.03, 0.18, -0.26], [0.43, -0.14, -0.06], [0.18, -0.35, 0.44], [-0.16, -0.02, -0.14], [-0.39, -1.15, -0.18], [-0.16, -0.31, 1.14], [-0.04, -0.29, 0.43], [-0.22, 0.12, -0.35], [-0.24, -0.26, -0.46], [-0.13, -0.26, -0.19], [0.32, 0.03, 0.21], [-0.43, 0.05, 0.01], [0.43, -0.48, -0.19], [-0.48, 0.28, -0.73], [-0.54, 0.16, -0.33], [0.44, -0.49, 0.98], [0.16, -0.05, 0.51], [0.35, 0.50, 0.65], [-0.25, -0.76, 0.95], [0.11, 0.23, 0.00], [-0.13, 0.13, 0.10], [-0.27, 0.20, 0.14], [0.65, -0.27, 0.28], [-0.20, -0.37, 0.33], [-0.20, -0.08, -0.05], [0.24, 0.20, -0.34], [-0.28, 0.09, -0.26], [-0.12, 0.03, -0.14], [0.08, 0.13, -0.09], [0.24, -0.60, -0.40], [-0.07, 0.37, -0.46], [0.58, 0.33, 0.03], [-0.22, -0.08, -0.81], [-0.53, 0.58, -0.14], [0.07, 0.09, -0.99], [0.00, -0.17, 1.55], [-0.30, -0.07, -0.67], [0.38, -0.32, -0.49], [-0.15, -0.69, -0.40], [-0.33, 0.20, -0.17], [0.13, -0.20, 0.66], [0.33, 0.31, 0.10], [-0.07, 0.10, 0.32], [0.20, 0.30, 0.11], [-0.06, 0.00, -0.11], [-0.20, 0.45, 0.09]], "lowdin_charge": [-0.076, -0.273, -0.165, -0.264, -0.073, -0.266, -0.088, 0.064, 0.044, 0.083, 0.115, 0.081, 0.098, 0.116, 0.069, 0.047, 0.072, 0.116, 0.095, 0.052, 0.070, 0.071, -0.090, -0.275, -0.170, -0.240, -0.107, -0.263, -0.090, 0.057, 0.072, 0.083, 0.100, 0.109, 0.108, 0.101, 0.072, 0.051, 0.075, 0.112, 0.097, 0.074, 0.059, 0.069, -0.088, -0.268, -0.175, -0.241, -0.088, -0.265, -0.064, 0.077, 0.071, 0.052, 0.082, 0.124, 0.114, 0.104, 0.070, 0.066, 0.045, 0.104, 0.121, 0.052, 0.049, 0.078, 0.000, -0.555, 0.019, 0.008, -0.086, 0.094, 0.087, 0.067, 0.103, 0.083, 0.088, 0.082], "max_force_ev_per_a": 1.86, "lumo_ha": 0.0235, "total_energy_ha": -1125.511761, "gap_ev": 9.13, "total_charge": 0, "relative_energy_kj_mol": 102.46, "molar_mass_g_mol": 376.67}